(1)
Formula: C12H36BBeF4O12
Source: the OMol25 dataset
Level of theory: ωB97M-V with the def2-TZVPD basis set

Geometry (Å):
H (3.60, 0.83, 1.28)
H (-0.99, 5.14, -3.49)
Be (0.22, 0.76, -2.83)
F (-0.21, -0.47, 1.39)
C (2.51, 0.77, 1.22)
C (-5.09, -0.31, 4.09)
C (-2.00, -1.69, -3.91)
H (-2.78, -0.72, -2.02)
F (-1.69, 0.83, 0.29)
H (1.74, -2.69, 1.75)
H (-0.26, -2.41, -3.61)
C (3.87, -0.45, -2.90)
O (2.68, -2.51, 3.53)
O (-0.16, 2.89, -1.05)
C (-2.79, -0.62, -3.11)
O (-5.07, -1.62, 4.52)
H (-1.16, 3.33, -4.63)
H (-3.82, -0.89, -3.34)
H (2.28, 2.40, 0.46)
F (-1.83, -1.33, 0.20)
H (-0.31, -1.33, 2.92)
H (-0.50, 2.66, -0.18)
H (-2.02, -1.44, -4.97)
H (-4.82, 0.21, 5.00)
H (6.48, -0.01, -1.61)
H (-2.00, 4.05, -1.47)
C (-0.51, 4.26, -3.06)
H (2.05, -4.20, 2.59)
O (2.18, 1.50, 0.12)
H (-4.35, 0.68, 2.33)
H (-6.08, 0.00, 3.74)
C (4.84, -1.11, -1.85)
C (-0.91, 4.06, -1.52)
H (-4.80, -2.07, 3.72)
C (1.90, 1.41, 2.42)
H (-2.99, -0.18, 3.09)
H (0.89, 1.83, 2.44)
B (-0.93, -0.33, 0.30)
H (-3.48, -1.16, 1.34)
H (4.32, 0.47, -3.28)
H (0.00, -3.78, 4.02)
H (-0.45, 4.79, -0.86)
O (-4.20, -1.24, 1.97)
O (-0.68, 3.07, -3.84)
H (0.52, 4.54, -3.27)
C (0.32, -3.17, 3.17)
O (2.81, 2.46, 2.73)
H (3.51, 1.97, 3.17)
H (-2.40, -2.70, -3.89)
O (5.80, -0.35, -1.03)
H (4.30, -1.87, -1.30)
H (-0.41, -3.44, 2.40)
H (2.56, -2.79, 4.44)
C (-4.06, -0.19, 2.91)
C (1.73, -3.17, 2.73)
O (2.51, -0.13, -2.21)
H (2.30, -0.29, 1.06)
O (-0.73, -1.63, -3.30)
F (-0.05, -0.50, -0.81)
H (-2.88, 1.06, -4.03)
H (1.99, 0.71, 3.26)
H (3.68, -1.02, -3.80)
O (-2.30, 0.70, -3.36)
H (2.65, 0.03, -1.27)
H (5.54, -1.69, -2.46)
O (-0.10, -1.90, 3.66)

Results
spin multiplicity = 1
frontier orbital gap = 4.21 eV
largest force on an atom = 0.058 hartree/bohr
total energy = -49537.0627 eV
charge = +1



(2)
Formula: C29H49Cl2N5O3SSbTi
Source: the OMol25 dataset
Level of theory: ωB97M-V with the def2-TZVPD basis set

Geometry (Å):
H (-1.15, -1.90, 4.35)
H (-0.49, -1.79, -2.08)
C (1.87, 1.40, -1.19)
H (-3.14, -1.93, 0.66)
H (-0.77, 0.82, -7.64)
H (0.43, 3.50, -3.51)
N (-1.15, 1.31, 1.72)
H (-1.73, 4.50, -4.20)
C (-0.86, 0.11, 3.92)
C (2.97, -2.80, 5.38)
H (4.03, -2.74, 2.15)
H (-0.49, -0.24, -6.26)
H (5.16, 2.94, -2.79)
Cl (2.18, -0.64, -3.11)
H (-1.00, 2.77, -5.92)
C (-2.81, -1.68, -0.37)
C (3.16, -0.52, 4.56)
C (0.48, -3.36, 0.73)
C (-0.59, -2.60, -1.33)
C (3.61, -2.39, 3.09)
H (-0.02, -3.91, 2.66)
H (3.84, 4.22, -1.04)
H (-2.17, -3.77, -0.37)
C (2.58, -3.75, 6.47)
C (-1.48, 4.43, -3.13)
C (-2.99, 0.53, 0.32)
H (1.52, -3.47, 1.10)
H (-3.68, 1.92, -5.63)
H (-2.39, 4.27, -2.53)
H (1.29, -2.17, -0.67)
N (-0.23, -1.79, 2.48)
H (2.81, -3.24, 7.42)
C (3.30, -1.04, 3.29)
C (3.52, 3.26, -1.41)
H (-2.91, 2.41, 1.31)
H (-0.23, -3.55, -1.79)
C (-3.90, 2.33, -4.63)
H (-2.51, -3.10, -1.94)
H (-3.44, -0.01, 1.17)
O (2.39, -1.07, 0.83)
N (0.87, 0.73, -0.49)
S (2.89, -0.04, 1.85)
C (-2.21, 1.74, 0.79)
H (-0.39, 2.00, 1.75)
C (-0.98, 0.70, -6.56)
H (-1.02, 5.40, -2.86)
H (-3.46, 3.32, -4.61)
H (3.20, 0.54, 4.70)
H (-3.74, -1.50, -0.98)
C (2.53, 0.85, -2.33)
C (-0.42, -3.18, 1.95)
H (-2.68, 0.91, 3.13)
H (4.06, 0.97, -3.82)
O (1.58, 0.74, 2.14)
C (-1.20, -1.29, 3.44)
C (-1.61, 1.15, 3.13)
H (-4.99, 2.39, -4.54)
H (3.14, -4.70, 6.37)
H (2.72, -1.04, 6.59)
C (3.39, -3.25, 4.13)
H (-3.51, 1.87, -2.55)
H (-3.65, 0.41, -3.61)
H (-1.22, 0.18, 4.94)
C (-0.51, 1.82, -5.67)
C (-2.04, -2.84, -0.96)
C (2.93, -1.41, 5.60)
H (-3.81, 0.83, -0.38)
H (0.59, 1.92, -5.68)
Sb (-1.09, 1.31, -3.62)
H (1.49, -4.02, 6.50)
H (0.22, 0.27, 3.94)
C (4.21, 2.59, -2.41)
H (-0.19, 3.18, -1.84)
C (-0.47, 3.30, -2.90)
H (-1.77, 2.30, -0.05)
H (-2.25, -1.33, 3.08)
H (3.52, -4.32, 3.96)
N (-2.07, -0.40, -0.31)
H (0.63, -1.82, 3.01)
C (3.66, 1.44, -2.93)
H (-1.46, -3.43, 1.76)
Ti (0.27, -0.25, 0.79)
H (0.20, -4.32, 0.24)
C (2.37, 2.70, -0.83)
O (4.01, 0.77, 1.50)
H (-1.93, -0.08, -1.28)
N (0.37, -2.22, -0.22)
H (-2.05, 0.56, -6.44)
H (-1.55, 2.13, 3.66)
Cl (1.73, 3.69, 0.40)
C (-3.30, 1.47, -3.54)

Results
spin multiplicity = 2
frontier orbital gap (alpha / beta) = 4.40 / 6.24 eV
ΔE to the lowest compared entry with this formula, charge and spin = 0.0000 eV
largest force on an atom = 0.111 hartree/bohr
total energy = -109993.9518 eV
charge = 0



The highest charge belongs to which entry?
C12H36BBeF4O12